{"formula": "C27H52Cl24FNO3", "method": "wB97M-V/def2-TZVPD", "elements": ["N", "C", "O", "C", "O", "O", "C", "F", "H", "H", "H", "H", "Cl", "C", "C", "Cl", "H", "H", "H", "H", "Cl", "C", "C", "Cl", "H", "H", "H", "H", "Cl", "C", "C", "Cl", "H", "H", "H", "H", "Cl", "C", "C", "Cl", "H", "H", "H", "H", "Cl", "C", "C", "Cl", "H", "H", "H", "H", "Cl", "C", "C", "Cl", "H", "H", "H", "H", "Cl", "C", "C", "Cl", "H", "H", "H", "H", "Cl", "C", "C", "Cl", "H", "H", "H", "H", "Cl", "C", "C", "Cl", "H", "H", "H", "H", "Cl", "C", "C", "Cl", "H", "H", "H", "H", "Cl", "C", "C", "Cl", "H", "H", "H", "H", "Cl", "C", "C", "Cl", "H", "H", "H", "H"], "positions_angstrom": [[4.0655, -2.7944, -0.0688], [2.8427, -2.9512, 0.7639], [2.1266, -1.7153, 1.0556], [1.0764, -1.7590, 0.0530], [0.7492, -0.9100, -0.7826], [0.5549, -3.1055, 0.2642], [1.7618, -3.8875, -0.0242], [1.8528, -3.7177, -1.4685], [3.9344, -1.9561, -0.6533], [4.2217, -3.6013, -0.6877], [3.0629, -3.3810, 1.7994], [1.7591, -4.9796, 0.3428], [3.2347, -5.5064, 3.0605], [1.6958, -5.5536, 3.9544], [0.8581, -6.7635, 3.5927], [0.2400, -6.6771, 1.9240], [1.1619, -4.6219, 3.7566], [1.9469, -5.5820, 5.0167], [-0.0114, -6.8206, 4.2504], [1.4244, -7.6909, 3.6946], [-1.0464, 3.6611, 2.0612], [-0.9831, 2.4723, 0.7349], [0.4162, 2.3178, 0.1731], [0.9599, 3.7745, -0.7008], [-1.6932, 2.7826, -0.0327], [-1.3236, 1.5176, 1.1475], [0.4403, 1.4945, -0.5425], [1.1420, 2.1065, 0.9608], [2.9959, -1.0713, -5.0328], [1.4329, -0.2212, -5.1139], [0.2998, -1.0491, -4.5412], [-0.0750, -2.4677, -5.5526], [1.2468, 0.0479, -6.1551], [1.5437, 0.7006, -4.5389], [-0.6100, -0.4477, -4.4913], [0.5303, -1.4028, -3.5346], [-4.5231, 2.8702, 1.4764], [-5.1922, 1.2454, 1.7630], [-4.2091, 0.3406, 2.4781], [-2.8135, -0.0836, 1.4516], [-5.4957, 0.8279, 0.8008], [-6.0872, 1.3750, 2.3751], [-4.6981, -0.5958, 2.7489], [-3.8290, 0.8028, 3.3908], [-4.2375, -2.6231, 5.0875], [-4.2285, -3.0752, 3.3643], [-3.6877, -4.4720, 3.1383], [-1.9437, -4.5804, 3.4868], [-3.6445, -2.3296, 2.8203], [-5.2632, -3.0187, 3.0176], [-3.8183, -4.7550, 2.0930], [-4.2029, -5.2081, 3.7572], [6.1285, 7.3206, -1.8632], [4.5731, 6.4521, -1.9121], [4.2499, 5.7804, -0.5929], [5.3452, 4.4187, -0.2449], [4.6132, 5.7312, -2.7306], [3.8052, 7.1918, -2.1482], [3.2384, 5.3714, -0.6231], [4.3088, 6.4829, 0.2403], [-2.3901, 3.1601, -2.6225], [-3.9306, 4.0416, -2.7695], [-5.0999, 3.2476, -2.2231], [-5.4703, 1.8211, -3.2248], [-4.0756, 4.2976, -3.8206], [-3.8186, 4.9703, -2.2058], [-5.9976, 3.8689, -2.2137], [-4.9114, 2.9060, -1.2047], [6.0439, -4.6171, 4.9363], [5.9069, -3.7163, 6.4656], [4.5079, -3.7829, 7.0453], [3.3268, -2.8857, 6.0578], [6.2168, -2.6862, 6.2815], [6.6175, -4.1655, 7.1626], [4.4968, -3.3311, 8.0390], [4.1599, -4.8135, 7.1352], [-4.4182, -9.1625, 2.6577], [-4.6274, -8.8129, 0.9243], [-4.2198, -7.3961, 0.5731], [-5.3317, -6.1863, 1.2630], [-5.6687, -9.0076, 0.6620], [-4.0011, -9.5228, 0.3801], [-4.2400, -7.2620, -0.5100], [-3.2116, -7.1691, 0.9261], [2.6872, 4.1964, 2.5610], [4.2669, 4.5232, 3.3144], [4.3616, 3.9561, 4.7168], [3.2982, 4.8116, 5.8623], [4.4298, 5.6025, 3.3059], [5.0230, 4.0607, 2.6765], [5.3812, 4.0641, 5.0917], [4.1000, 2.8968, 4.7394], [3.8524, 7.4931, -5.8448], [3.8978, 9.2730, -5.8072], [4.1598, 9.8095, -4.4143], [2.7901, 9.5177, -3.3132], [2.9540, 9.6451, -6.2097], [4.7002, 9.5836, -6.4796], [4.3076, 10.8904, -4.4548], [5.0509, 9.3600, -3.9718], [-5.9913, 2.1714, -7.8325], [-5.4935, 0.4670, -7.9682], [-6.3265, -0.4448, -7.0894], [-6.0153, -0.1752, -5.3566], [-4.4324, 0.4027, -7.7208], [-5.6163, 0.1838, -9.0157], [-6.0780, -1.4875, -7.2968], [-7.3945, -0.3071, -7.2667]], "forces_ev_per_a": [[-0.89, 0.85, 0.58], [0.37, -1.62, 0.08], [-0.67, -0.17, -3.54], [-0.10, 0.69, -0.30], [1.02, -3.51, 3.88], [1.25, 0.67, -1.57], [-0.88, 2.16, 0.40], [0.65, -1.07, 2.45], [0.20, -0.61, 0.23], [-0.38, 0.56, 0.42], [-0.16, 0.45, -1.74], [-0.46, 1.81, -1.02], [-0.02, -0.24, -0.02], [-0.27, -0.02, 0.17], [0.07, -0.03, 0.28], [0.11, -0.13, -0.15], [0.06, -0.12, -0.04], [-0.01, -0.03, -0.12], [0.04, 0.12, -0.09], [0.00, 0.16, -0.10], [0.04, 0.09, 0.06], [0.22, -0.23, -0.20], [-0.17, -0.26, 0.15], [0.02, 0.12, -0.07], [0.14, 0.03, 0.13], [0.42, 0.58, -0.16], [-0.07, 0.11, 0.07], [-0.07, 0.13, -0.08], [0.03, -0.04, -0.02], [-0.23, 0.16, 0.03], [0.03, 0.21, 0.19], [0.01, -0.05, -0.03], [0.04, -0.14, 0.11], [-0.05, -0.14, 0.02], [0.11, 0.00, -0.06], [0.04, 0.00, -0.16], [0.03, -0.01, 0.02], [-0.15, -0.21, 0.00], [-0.23, 0.15, 0.18], [-0.43, -0.52, 0.09], [0.13, 0.05, 0.09], [0.14, -0.04, 0.02], [-0.05, 0.18, -0.07], [0.01, -0.01, -0.18], [0.02, 0.08, 0.05], [0.04, -0.13, -0.26], [-0.03, 0.27, 0.01], [0.04, 0.11, 0.17], [0.07, -0.25, 0.14], [0.07, -0.13, 0.04], [0.25, 0.37, 0.42], [0.12, 0.12, -0.04], [0.09, 0.06, -0.04], [-0.34, -0.15, 0.01], [-0.22, 0.21, -0.08], [0.08, -0.04, 0.02], [0.09, 0.06, 0.15], [0.08, -0.07, 0.10], [0.12, 0.00, -0.04], [0.08, -0.08, -0.12], [0.02, -0.04, -0.10], [-0.25, 0.17, 0.01], [0.02, 0.11, 0.17], [0.09, 0.30, 0.22], [0.03, -0.15, 0.11], [-0.02, -0.14, 0.02], [0.11, 0.00, -0.07], [0.07, 0.05, -0.17], [0.04, 0.05, 0.04], [0.05, 0.06, 0.19], [0.16, -0.08, 0.15], [-0.04, -0.03, -0.05], [-0.13, -0.13, -0.04], [-0.14, 0.00, -0.03], [0.05, 0.01, -0.11], [0.07, 0.12, -0.11], [-0.03, 0.04, 0.03], [-0.01, 0.00, -0.21], [0.22, -0.20, -0.18], [-0.64, -0.51, -0.43], [0.11, 0.10, 0.11], [0.01, 0.15, 0.05], [-0.06, -0.05, 0.10], [-0.14, -0.03, 0.07], [-0.04, 0.08, 0.02], [0.25, -0.07, 0.05], [0.16, -0.07, -0.14], [-0.04, -0.01, 0.03], [-0.10, -0.13, 0.07], [-0.09, 0.00, 0.09], [-0.08, 0.06, -0.08], [-0.07, 0.17, -0.04], [-0.04, -0.03, 0.03], [0.03, 0.24, -0.02], [0.25, 0.07, -0.15], [-0.04, -0.02, 0.03], [0.07, -0.11, 0.13], [-0.02, -0.03, 0.14], [-0.07, -0.09, -0.06], [-0.17, -0.05, -0.04], [0.01, 0.03, 0.04], [0.06, -0.23, -0.07], [-0.03, -0.11, -0.18], [-0.09, -0.26, -0.30], [-0.17, 0.05, 0.07], [-0.06, 0.00, 0.12], [0.06, 0.12, -0.02], [0.15, 0.09, 0.05]], "homo_ev": -9.8, "multiplicity": 1, "total_energy_ha": -12484.92311, "fmax_ev_per_a": 5.33}

{"formula": "C27H52Cl2N3O4PdSi", "method": "wB97M-V/def2-TZVPD", "elements": ["C", "C", "H", "H", "H", "C", "C", "H", "H", "H", "H", "Pd", "Cl", "C", "O", "N", "C", "C", "H", "H", "H", "H", "H", "H", "H", "H", "H", "C", "C", "N", "H", "C", "O", "H", "H", "H", "H", "H", "H", "C", "C", "N", "H", "C", "O", "H", "H", "H", "H", "O", "C", "C", "C", "H", "C", "H", "C", "H", "C", "C", "H", "H", "H", "Si", "Cl", "C", "C", "C", "H", "H", "H", "H", "H", "H", "H", "H", "H", "C", "C", "C", "C", "H", "H", "H", "H", "H", "H", "H", "H", "H"], "positions_angstrom": [[-1.0276, -0.3704, -5.6728], [-0.5732, -1.1531, -4.4817], [-0.3202, -0.5151, -6.4968], [-1.1093, 0.7058, -5.4952], [-2.0165, -0.7265, -6.0050], [0.0801, -2.3217, -4.6579], [0.2382, -2.9541, -5.9995], [0.4247, -2.9324, -3.8323], [0.7771, -2.3016, -6.7007], [-0.7361, -3.2072, -6.4585], [0.8203, -3.8809, -5.9043], [-0.6555, 1.2811, 2.0568], [0.0947, 3.5320, 1.4351], [0.1231, -1.5220, 2.7091], [0.5885, -0.4060, 3.0281], [0.7212, -2.6810, 2.9686], [2.1074, -2.6158, 3.3587], [0.0280, -3.9618, 3.0790], [-0.8188, -1.6528, 2.1309], [2.3646, -1.5563, 3.4702], [2.7357, -3.0729, 2.5831], [2.2374, -3.1565, 4.2993], [-1.0560, -3.8188, 2.9559], [0.2357, -4.3825, 4.0736], [0.3854, -4.6730, 2.3211], [2.2440, 2.2354, 5.7091], [0.3663, 5.4980, 5.6405], [2.2629, 2.9382, 4.8665], [1.0637, 5.1249, 4.8816], [1.0154, 3.6802, 4.8302], [2.3962, 2.3837, 3.9271], [-0.1191, 3.0407, 4.5409], [-0.1820, 1.8052, 4.3360], [0.7898, 5.5618, 3.9130], [-1.0141, 3.6880, 4.4771], [3.0663, 3.6613, 5.0023], [2.0815, 5.4110, 5.1408], [2.8207, 0.6218, -3.4517], [3.6265, -2.3705, -3.1382], [3.6643, 0.4033, -2.7811], [3.9455, -1.9968, -2.1548], [3.3343, -0.6962, -1.8831], [3.8879, 1.3104, -2.2092], [2.9773, -0.4252, -0.5747], [2.9736, 0.6767, -0.0469], [3.6170, -2.6984, -1.3734], [2.6639, -1.3495, -0.0372], [4.5216, 0.1209, -3.3957], [5.0469, -1.9266, -2.1459], [-0.2799, 0.6688, -2.9524], [-0.9942, -0.5900, -3.1459], [0.4565, -2.0798, -1.6689], [-0.8045, -1.5716, -2.0001], [1.3467, -1.6634, -2.1437], [0.5388, -3.1957, -0.8195], [-2.0719, -0.3668, -3.1714], [-1.9397, -2.0673, -1.3438], [1.5168, -3.6261, -0.6025], [-0.6162, -3.7757, -0.2792], [-1.8487, -3.1668, -0.5056], [-2.8933, -1.5852, -1.5679], [-0.5406, -4.6853, 0.3255], [-2.7454, -3.5227, -0.0004], [-0.2741, 2.2806, -2.9701], [-0.9700, -0.3877, 0.6245], [1.3706, 2.7002, -2.2144], [-1.5261, 2.9655, -1.7002], [-1.0117, 3.0544, -4.5026], [1.6191, 1.9572, -1.4382], [1.3458, 3.6561, -1.6702], [2.2388, 2.7304, -2.8898], [-0.5171, 2.8603, -5.4688], [-0.9627, 4.1533, -4.3081], [-2.0783, 2.7516, -4.5545], [-1.9156, 2.0738, -1.1485], [-2.3542, 3.4843, -2.2151], [-1.0204, 3.6585, -0.9979], [-2.8932, 0.3999, 4.5461], [-3.1898, 0.0917, 3.0875], [-4.6775, -0.1698, 2.8762], [-2.7310, 1.2665, 2.2196], [-3.3724, 1.3511, 4.8200], [-1.8139, 0.5047, 4.7023], [-3.2864, -0.3910, 5.2035], [-2.6075, -0.7863, 2.7716], [-5.2449, 0.7501, 3.0789], [-4.8604, -0.4683, 1.8362], [-5.0239, -0.9643, 3.5530], [-3.0009, 1.1301, 1.1613], [-3.0663, 2.2196, 2.6358]], "forces_ev_per_a": [[-0.10, 0.07, -0.46], [0.35, -0.93, 0.04], [-0.26, 0.11, 0.00], [0.03, -0.28, 0.18], [0.20, 0.08, -0.01], [-0.86, 0.68, 0.21], [0.41, -0.28, -0.53], [-0.28, 0.25, 0.09], [-0.13, -0.17, 0.01], [0.37, 0.12, 0.17], [-0.19, 0.19, -0.15], [1.25, 1.50, 1.23], [0.10, 0.53, -0.04], [-0.93, 0.90, 0.78], [-0.43, -1.96, -0.50], [0.90, -0.73, 0.38], [0.16, -0.23, 0.12], [0.17, 0.48, -0.28], [0.38, 0.04, 1.17], [0.05, -0.38, 0.06], [0.04, -0.02, 0.16], [0.27, 0.08, 0.06], [0.42, 0.01, 0.01], [-0.17, 0.06, -0.17], [-0.06, 0.11, 0.18], [0.12, 0.03, -0.24], [0.19, 0.08, -0.05], [-0.21, -0.30, -0.16], [-0.46, 0.18, -0.13], [0.19, 0.03, 0.19], [0.02, 0.08, 0.26], [-0.32, -1.82, -0.61], [0.47, 2.46, 1.06], [0.15, -0.06, 0.09], [0.24, -0.14, 0.00], [0.06, -0.22, -0.03], [-0.18, 0.19, 0.03], [0.17, -0.10, 0.19], [0.04, 0.01, 0.24], [-0.12, -0.03, -0.07], [-0.41, 0.27, 0.01], [0.53, 0.02, 0.47], [-0.02, -0.28, -0.06], [0.20, 0.76, 0.39], [-0.06, -1.19, -0.75], [0.17, 0.12, -0.33], [0.19, 0.35, -0.06], [0.06, 0.06, 0.08], [-0.28, -0.06, 0.04], [0.01, -2.60, -0.42], [0.58, 1.19, 0.67], [-0.59, -0.64, -0.02], [0.14, -0.28, -0.16], [-0.44, -0.13, 0.26], [-0.14, 0.29, -0.25], [0.13, 0.03, -0.20], [0.38, -0.09, -1.05], [-0.18, 0.00, -0.01], [0.28, 0.25, -0.07], [-0.10, -0.20, 0.07], [0.17, -0.23, 0.26], [-0.07, 0.41, -0.19], [0.17, -0.05, -0.14], [-1.40, 1.06, 2.14], [-0.39, -0.10, -3.09], [0.97, 0.43, -0.27], [0.13, -0.54, -0.19], [0.51, 0.54, -0.73], [-0.38, 0.15, -0.28], [-0.18, -0.16, -0.27], [-0.25, 0.08, 0.05], [-0.23, 0.09, 0.22], [-0.19, -0.68, -0.22], [0.59, 0.19, 0.01], [0.17, 0.84, -0.06], [0.16, -0.19, 0.33], [-0.47, -0.52, -0.20], [0.05, -0.32, 0.24], [0.13, 0.81, -0.40], [0.00, -0.24, 0.02], [-0.83, -0.26, 0.18], [0.07, -0.14, 0.05], [-0.38, -0.03, 0.05], [0.05, 0.15, -0.01], [-0.28, -0.04, 0.12], [0.05, -0.21, -0.02], [-0.08, 0.04, 0.19], [-0.16, 0.05, -0.13], [-0.24, 0.27, 0.40], [-0.21, 0.09, -0.11]], "homo_ev": [-2.0, -4.1], "total_charge": -1, "multiplicity": 3, "total_energy_ha": -2862.99838, "fmax_ev_per_a": 3.11}